[1]
Density functional theory data (wB97M-V/def2-TZVPD) for a cluster of 3 separate species, C6H18BrO8P2 in total in a non-equilibrium geometry.

Last column: Löwdin charge in e.
Positions of all 35 atoms, in Å:
1 Br 1.6453 1.6036 -2.3356  -0.550
2 P -3.2633 3.1147 -0.9427  0.397
3 P 3.3643 -1.9184 0.6118  0.410
4 O 1.7628 -1.9450 0.8219  -0.235
5 O 3.5887 -3.0955 -0.4616  -0.211
6 O -4.1191 2.8233 0.3940  -0.228
7 O -3.7852 4.0627 -1.9462  -0.247
8 O 3.9746 -2.5240 1.9780  -0.216
9 O -1.8485 3.4684 -0.2982  -0.224
10 O -3.0702 1.6471 -1.5875  -0.259
11 O 3.8844 -0.6325 0.1329  -0.224
12 C -2.0296 1.4221 -2.5825  -0.107
13 C 3.6705 -4.4630 -0.1283  -0.130
14 C 3.6687 -1.8607 3.1902  -0.131
15 C -5.5486 2.8166 0.3244  -0.106
16 C 0.9944 -1.7352 -0.3925  -0.103
17 C -1.0517 2.4899 0.3713  -0.106
18 H 3.2182 -5.0534 -0.9199  0.086
19 H -5.9452 3.4449 -0.4734  0.080
20 H -1.2145 2.1439 -2.5683  0.016
21 H -5.9530 3.2039 1.2577  0.080
22 H 3.3990 -0.8008 3.2015  0.094
23 H -0.0361 -1.6473 -0.0458  0.081
24 H -0.4973 2.9761 1.1757  0.088
25 H 3.1393 -4.7715 0.7809  0.083
26 H 4.6819 -4.7876 0.1201  0.084
27 H -1.7539 1.8592 0.9308  0.080
28 H -1.6505 0.4073 -2.5708  0.074
29 H 1.0535 -2.5632 -1.0939  0.081
30 H 1.1732 -0.7819 -0.8982  -0.008
31 H -0.3811 1.9334 -0.2816  0.013
32 H -5.8260 1.7734 0.1730  0.087
33 H 2.8222 -2.2993 3.7249  0.085
34 H -2.6218 1.6232 -3.4815  0.083
35 H 4.5548 -1.9346 3.8193  0.084

## Properties
HOMO level = -3.9 eV
Total energy = -4098.3054 Ha
Charge = -1
Strongest force on any atom = 2.081 eV/Å



[2]
Density functional theory data (wB97M-V/def2-TZVPD) for a structure of composition C6H18ClCoO6 in a non-equilibrium geometry.

Last column: Löwdin charge in e.
Positions of all 32 atoms, in Å:
1 Co -2.0509 -2.4442 -0.5859  0.922
2 Cl -1.4574 -0.5140 0.5359  0.246
3 O 0.0081 -3.0738 -0.1711  -0.180
4 O 1.5682 0.5745 1.5097  -0.066
5 O -1.3080 -2.2446 -2.5805  -0.098
6 O 0.7030 -2.2697 2.1965  -0.110
7 O -2.0013 5.3888 -0.3962  -0.037
8 O -0.4036 2.1205 -1.0250  -0.105
9 C 2.2955 -0.4126 2.1949  -0.244
10 C -1.5953 4.2493 -1.0927  -0.274
11 C 0.0603 -1.8974 -2.3198  -0.190
12 C 0.6839 -2.9920 -1.4668  -0.147
13 C 1.3794 -1.3208 3.0091  -0.226
14 C -0.8424 3.2360 -0.2438  -0.243
15 H -0.8971 4.4830 -1.9055  0.123
16 H 1.9284 -1.8077 3.8177  0.123
17 H 0.6030 -3.5175 0.4531  0.117
18 H 0.5696 -3.9945 -1.8841  0.136
19 H -0.5093 1.3647 -0.4415  -0.061
20 H 2.9866 0.0891 2.8733  0.126
21 H -0.1062 3.6974 0.4175  0.126
22 H -2.9304 5.3595 -0.1646  0.091
23 H 1.7404 -2.7821 -1.3085  0.147
24 H -0.1199 -1.8621 1.9049  -0.028
25 H 0.8381 0.1920 1.0217  -0.017
26 H 0.7288 -0.6676 3.6006  0.130
27 H 0.6959 -1.7441 -3.1898  0.151
28 H 2.9459 -0.9987 1.5378  0.117
29 H -2.4269 3.7953 -1.6383  0.121
30 H 0.0575 -0.9726 -1.7352  0.098
31 H -1.5456 2.8149 0.4914  0.109
32 H -1.5981 -1.8491 -3.4149  0.144

## Properties
HOMO level (spin up / spin down) = -12.2 / -12.2 eV
Total energy = -2533.4699 Ha
Charge = +1
2S+1 = 4
Strongest force on any atom = 2.351 eV/Å



[3]
Density functional theory data (wB97M-V/def2-TZVPD) for a structure of composition C6H18ClMg2O3 in a non-equilibrium geometry.

Last column: Löwdin charge in e.
Positions of all 30 atoms, in Å:
1 Cl 1.5997 -1.6373 -0.5362  -0.132
2 Mg 2.1405 -3.7021 -1.5112  0.659
3 Mg 0.8070 0.3586 1.3872  1.201
4 O -1.2963 0.8868 -2.3164  -0.098
5 O 1.2628 1.6601 -0.3093  -0.165
6 O 0.6813 -1.3161 2.6008  -0.169
7 C 0.5779 4.0049 -0.1019  -0.069
8 C -0.1106 -1.5619 3.7404  -0.260
9 C -1.5659 -1.3566 -2.7732  -0.098
10 C 1.4177 3.0024 -0.8190  -0.255
11 C -0.8998 -2.8852 3.4920  -0.036
12 C -0.8366 -0.1284 -3.1854  -0.325
13 H -1.7949 -2.6451 2.9183  0.090
14 H -2.5962 -1.3449 -2.4176  0.092
15 H 2.4266 3.4142 -0.8459  0.138
16 H -1.2572 -3.1466 4.4881  0.093
17 H 0.6854 4.9254 -0.6758  0.106
18 H -1.5797 1.6860 -2.7663  0.093
19 H 1.0518 2.9915 -1.8457  0.131
20 H 0.2420 -0.2645 -3.1074  0.091
21 H 1.1328 -2.1259 2.3519  0.092
22 H -1.4491 -2.1175 -3.5448  0.086
23 H -0.7558 -0.7455 4.0650  0.132
24 H -1.0316 -1.7142 -1.8930  0.021
25 H -0.2083 -3.6923 3.2503  0.093
26 H -1.1665 0.1419 -4.1885  0.125
27 H 1.7354 1.1606 -0.9793  0.064
28 H 0.8327 4.2408 0.9313  0.085
29 H 0.4256 -1.7986 4.6594  0.129
30 H -0.4708 3.7096 -0.0676  0.087

## Properties
HOMO level (spin up / spin down) = -13.5 / -15.7 eV
Total energy = -1324.9340 Ha
Charge = +2
2S+1 = 2
Strongest force on any atom = 3.889 eV/Å



[4]
Density functional theory data (wB97M-V/def2-TZVPD) for a cluster of 2 separate species, C6H18ClO2P2S in total in a non-equilibrium geometry.

Last column: Löwdin charge in e.
Positions of all 30 atoms, in Å:
1 Cl 0.5364 -3.3353 2.5076  0.374
2 S -2.9134 -0.2495 4.2187  0.420
3 P -1.6880 -0.5675 2.8099  -0.093
4 P -1.0324 -2.5732 3.4235  0.462
5 O -0.4546 0.3891 2.7257  -0.162
6 O -2.3043 -0.6174 1.3608  -0.179
7 C 0.1148 1.5222 -0.7741  -0.227
8 C 0.9790 2.6209 -2.9103  -0.101
9 C 1.4109 -0.6723 -1.1777  -0.249
10 C 0.2714 -1.5924 -0.7538  -0.117
11 C 1.3660 0.6896 -0.4874  -0.219
12 C -0.1345 1.8097 -2.2536  -0.262
13 H -1.0739 2.3593 -2.3414  0.109
14 H 1.9339 2.0936 -2.8905  0.067
15 H -0.7656 1.0212 -0.3571  0.083
16 H 0.3512 -2.5699 -1.2310  0.080
17 H -0.7445 -2.4845 4.7796  -0.006
18 H -2.1294 -3.4099 3.2287  -0.001
19 H 0.3484 0.0028 2.3346  0.078
20 H 2.3642 -1.1501 -0.9392  0.110
21 H 2.2561 1.2562 -0.7662  0.109
22 H -2.9039 -1.3633 1.2336  0.100
23 H -0.7035 -1.1770 -1.0127  0.067
24 H -0.2789 0.8740 -2.8009  0.100
25 H 1.1115 3.5789 -2.4047  0.079
26 H 1.3969 -0.5516 -2.2621  0.108
27 H 0.3010 -1.7390 0.3307  -0.005
28 H 0.7428 2.8257 -3.9538  0.075
29 H 1.4427 0.5381 0.6004  0.086
30 H 0.2001 2.4713 -0.2369  0.116

## Properties
HOMO level = -13.6 eV
Total energy = -1930.7688 Ha
Charge = +1
Strongest force on any atom = 1.896 eV/Å